[1]
C26H41N4OsS3 | ωB97M-V with the def2-TZVPD basis set

The geometry in XYZ format:
```
75
C26H41N4OsS3 ωB97M-V with the def2-TZVPD basis set
Os 0.085 -0.083 -0.763
C 1.747 0.919 0.450
C 1.338 2.142 -0.208
C -0.018 2.378 0.169
C -0.404 1.254 1.008
C 0.722 0.435 1.308
C 0.863 -0.511 2.482
C 2.086 -1.409 2.299
C -0.387 -1.375 2.641
C 1.045 0.364 3.731
C -0.993 3.515 -0.119
C -1.379 3.655 -1.604
C -2.300 3.301 0.658
C -0.379 4.828 0.405
C 2.389 2.933 -0.986
C 3.042 3.898 0.023
C 1.876 3.707 -2.200
C 3.498 1.995 -1.498
H 2.744 0.511 0.405
H -1.357 1.174 1.505
H 2.020 -1.983 1.371
H 2.151 -2.116 3.128
H 3.013 -0.834 2.287
H -0.496 -2.045 1.788
H -1.292 -0.769 2.724
H -0.308 -1.974 3.550
H 1.903 1.031 3.625
H 1.213 -0.267 4.605
H 0.159 0.974 3.919
H -2.210 2.995 -1.847
H -0.569 3.426 -2.288
H -1.706 4.679 -1.794
H -2.800 2.375 0.367
H -2.981 4.120 0.425
H -2.143 3.298 1.739
H 0.433 5.188 -0.220
H -0.005 4.715 1.424
H -1.152 5.598 0.414
H 2.339 4.635 0.405
H 3.859 4.430 -0.468
H 3.460 3.353 0.872
H 1.152 4.476 -1.950
H 1.435 3.036 -2.939
H 2.724 4.205 -2.672
H 4.093 1.565 -0.693
H 4.181 2.572 -2.120
H 3.098 1.187 -2.112
S 0.807 -0.150 -2.963
C -0.906 -0.260 -3.317
S -1.880 0.190 -1.936
C -1.419 -0.643 -4.515
C -0.554 -0.975 -5.603
N 0.144 -1.232 -6.479
C -2.835 -0.707 -4.703
N -3.977 -0.731 -4.822
C 1.164 -5.092 0.145
N -0.261 -4.915 0.417
C -0.966 -6.180 0.641
C -0.908 -3.804 0.018
S -0.194 -2.783 -1.165
N -2.101 -3.525 0.568
C -3.024 -2.562 -0.016
C -2.486 -3.979 1.902
H 1.549 -5.821 0.857
H 1.691 -4.152 0.270
H 1.331 -5.458 -0.870
H -0.596 -6.909 -0.082
H -2.031 -6.062 0.485
H -0.784 -6.560 1.647
H -2.774 -2.381 -1.055
H -2.985 -1.618 0.535
H -4.035 -2.964 0.051
H -1.622 -4.375 2.428
H -3.270 -4.735 1.867
H -2.866 -3.116 2.451
```

Output
**Multiplicity**: 5
**⟨S²⟩**: 6.051
**Net charge**: +1

***

[2]
C4H12 | ωB97M-V with the def2-TZVPD basis set

The geometry in XYZ format:
```
16
C4H12 ωB97M-V with the def2-TZVPD basis set
C 2.085 -0.237 0.362
C 1.233 -0.632 1.543
H 1.501 0.304 -0.387
H 2.580 -1.117 -0.053
H 2.932 0.469 0.437
H 1.796 -0.475 2.471
H 0.922 -1.659 1.376
H 0.412 0.065 1.724
C -1.562 0.837 -0.262
C -1.745 0.038 -1.577
H -2.363 1.576 -0.207
H -0.579 1.293 -0.246
H -1.805 0.182 0.569
H -0.891 0.091 -2.251
H -1.864 -1.019 -1.360
H -2.652 0.285 -2.138
```

Output
**SMILES**: CC.CC

***

Number 1: calculated total energy -2519.262004 Eh. Number 2: calculated total energy -159.564817 Eh.